Record 1
{
  "formula": "C35H48ClN4O26",
  "method": "the ωB97M-V functional and the def2-TZVPD basis",
  "elements": ["N", "H", "H", "H", "H", "C", "C", "O", "O", "H", "H", "H", "Cl", "O", "O", "O", "O", "C", "N", "O", "O", "H", "H", "H", "C", "C", "C", "O", "C", "N", "H", "H", "H", "H", "H", "H", "H", "H", "H", "H", "H", "C", "C", "C", "O", "C", "N", "H", "H", "H", "H", "H", "H", "H", "H", "H", "H", "H", "C", "C", "C", "O", "C", "C", "C", "O", "O", "O", "H", "H", "H", "H", "C", "C", "C", "O", "C", "C", "C", "O", "O", "O", "H", "H", "H", "H", "C", "C", "C", "O", "C", "C", "C", "O", "O", "O", "H", "H", "H", "H", "C", "C", "C", "O", "C", "C", "C", "O", "O", "O", "H", "H", "H", "H"],
  "positions_angstrom": [[4.498087, -0.077652, -1.450357], [4.258556, -1.009121, -1.758717], [4.298727, 0.084672, -0.473620], [4.049937, 0.541136, -2.110929], [5.436197, 0.139412, -1.755205], [1.836097, 2.443381, -3.644649], [2.918794, 1.704738, -4.413808], [3.864666, 1.073718, -3.857578], [2.868037, 1.655534, -5.606122], [1.832110, 3.525650, -3.515133], [1.839835, 2.028324, -2.636771], [0.878771, 2.156326, -4.079642], [0.843216, -0.330457, -0.348218], [0.006907, -0.808098, 0.749256], [0.017078, 0.499930, -1.143285], [1.997362, 0.474751, 0.048247], [1.395449, -1.419191, -1.025286], [-0.602104, 1.386038, 3.459914], [-1.380599, 1.922060, 4.566206], [-2.344000, 1.268844, 4.960887], [-0.935835, 2.958681, 5.067118], [-1.165021, 1.055139, 2.587143], [-0.037872, 0.508093, 3.774465], [0.188252, 2.115369, 3.282446], [-3.360670, -7.410212, -1.734562], [-3.396837, -6.018970, -2.323459], [-2.633300, -4.919208, -1.565735], [-2.782404, -3.613088, -2.103004], [-1.963592, -2.648109, -1.524154], [-2.834216, -6.233012, -3.665552], [-2.576867, -8.051054, -2.138397], [-4.389760, -7.768707, -1.711328], [-3.218461, -7.391165, -0.654044], [-4.432067, -5.730207, -2.505193], [-1.564904, -5.134661, -1.551213], [-3.014495, -4.875136, -0.545524], [-2.035450, -1.652081, -1.961041], [-0.912468, -2.927151, -1.597489], [-1.917683, -2.652659, -0.435131], [-3.126017, -5.361492, -4.084366], [-1.839349, -6.143078, -3.516374], [-0.405894, 7.617707, -1.983249], [0.392299, 6.297532, -2.113087], [1.085691, 5.804880, -0.754779], [1.762454, 4.565032, -0.943358], [2.519963, 4.066153, 0.151022], [-0.383836, 5.157618, -2.617328], [-1.186437, 7.636348, -1.222660], [-0.823738, 7.942017, -2.936310], [0.233718, 8.434626, -1.649124], [1.211232, 6.468388, -2.811836], [0.437548, 5.777371, 0.121160], [1.792229, 6.549550, -0.388200], [3.228109, 4.791295, 0.552032], [3.073005, 3.147997, -0.047029], [1.862449, 3.902941, 1.004927], [0.053136, 4.363287, -2.172145], [-1.293597, 5.044515, -2.193486], [-5.190465, 0.555239, 1.739815], [-4.085088, -0.316840, 1.694607], [-4.074495, -1.737653, 2.205262], [-3.132429, -2.579706, 2.050407], [-5.330038, -1.989285, 2.946752], [-6.407964, -1.136635, 3.006256], [-6.431182, 0.169063, 2.325028], [-7.310066, 0.982219, 2.416828], [-7.576923, -1.474618, 3.552204], [-2.992254, 0.075878, 1.027898], [-5.073862, 1.581916, 1.425585], [-5.556028, -2.887384, 3.502395], [-8.142597, -0.705762, 3.654547], [-2.276319, -0.390518, 1.465513], [-4.668424, 0.945495, -4.318241], [-5.658279, 1.827167, -4.404559], [-5.666747, 3.161505, -3.628620], [-6.391620, 4.118101, -3.773854], [-4.659611, 3.217767, -2.525992], [-3.686710, 2.263082, -2.419235], [-3.558302, 1.136747, -3.351260], [-2.711581, 0.221071, -3.338326], [-2.745607, 2.342280, -1.448744], [-6.697554, 1.601113, -5.217491], [-4.852703, 0.025965, -4.853893], [-4.822659, 4.006419, -1.806373], [-2.045926, 1.692765, -1.549663], [-7.046758, 2.426842, -5.560761], [5.745532, -2.998801, 1.696357], [5.869230, -3.773300, 2.728642], [4.801785, -4.836524, 3.031228], [4.785462, -5.527539, 4.061461], [3.866370, -5.043527, 1.932218], [3.768126, -4.193869, 0.855011], [4.819362, -3.174515, 0.584813], [4.990336, -2.583148, -0.522488], [2.718547, -4.201745, 0.069242], [6.880085, -3.678347, 3.679740], [6.360627, -2.118367, 1.582820], [3.035441, -5.697522, 2.151857], [2.895819, -3.658087, -0.701867], [6.627646, -3.905001, 4.577788], [5.823351, -0.600414, 4.412333], [6.176606, -0.030200, 3.215690], [5.138329, 0.594578, 2.365305], [5.259788, 0.968274, 1.196183], [3.843535, 0.949883, 3.015162], [3.538156, 0.423716, 4.258591], [4.402360, -0.571308, 4.966654], [4.071934, -1.264810, 5.921247], [2.363500, 0.927759, 4.840227], [7.482694, 0.028558, 2.751830], [6.548382, -0.881060, 5.161984], [3.047940, 1.543108, 2.589113], [2.326708, 0.705908, 5.773516], [7.482098, 0.529521, 1.932913]],
  "atomic_forces_ev_per_a": [[0.684, -0.321, -0.562], [-0.092, -0.305, 0.213], [-0.102, 0.178, 0.156], [-1.811, 1.424, -1.522], [0.712, -0.355, 0.595], [-0.432, -0.858, 1.174], [0.828, 0.016, 0.655], [0.929, -0.519, 3.533], [-1.396, 0.812, -4.106], [0.581, -0.022, -0.534], [-0.153, 0.098, 0.255], [-0.018, 0.132, -0.133], [-0.284, 1.955, 1.517], [0.901, 0.210, 0.401], [-0.777, 0.409, -1.159], [-0.254, 0.073, 1.281], [0.521, -2.585, -1.656], [1.611, -0.459, -0.803], [-0.185, 0.001, 0.924], [0.721, 0.967, -0.245], [-1.022, -1.034, -0.169], [-0.234, 0.623, 0.234], [-0.380, -0.145, 0.475], [-0.456, 0.056, -0.552], [-0.636, 0.395, 2.446], [0.663, -0.171, -0.851], [-0.482, 0.469, 0.554], [-1.209, -0.619, -0.994], [2.064, -0.246, 0.859], [-0.613, 1.125, -0.106], [-0.511, -0.026, -0.293], [0.233, -0.809, -0.919], [0.533, 0.228, 0.363], [-0.049, 0.259, 0.391], [0.295, -0.410, 0.146], [0.161, -0.205, 0.435], [-0.592, -0.290, 0.031], [0.544, -0.171, -1.005], [-1.356, 0.387, 0.466], [0.514, 0.201, -1.046], [0.454, -0.073, -0.435], [0.566, -0.106, 0.393], [-0.067, -0.811, 1.707], [0.575, 1.052, 0.042], [0.134, -0.107, -0.457], [-0.619, 0.835, 0.684], [-0.055, -0.141, 0.060], [-0.268, -0.595, -0.096], [-0.060, -0.301, -0.039], [0.429, -0.031, -0.145], [0.039, -0.024, -0.077], [-0.947, -0.527, -0.168], [0.622, 0.379, -0.419], [0.333, 0.434, -0.389], [-0.444, 0.062, -0.643], [-0.341, -0.401, 0.123], [0.575, -0.645, -0.621], [-0.557, 0.875, 0.090], [3.295, -2.059, -0.496], [-1.512, 2.046, -1.360], [0.769, -2.114, 0.672], [-3.149, 3.421, 0.431], [-1.720, 0.217, 0.571], [0.550, -1.199, -0.804], [2.336, 0.808, 0.173], [-2.175, 0.146, 0.456], [0.447, -1.058, 0.667], [-0.418, 0.213, 0.924], [0.039, -0.082, -0.278], [0.695, -0.478, -0.167], [-0.093, 0.601, -0.304], [1.083, -0.585, -0.661], [-0.495, 0.611, 0.756], [-0.283, 1.744, -0.183], [1.761, -0.607, 1.641], [-0.738, -0.613, -1.103], [0.214, -1.618, -0.651], [0.884, 1.687, 1.360], [-0.136, -3.832, -1.994], [-0.919, 2.722, 0.988], [-1.076, 0.671, -0.301], [-0.361, -0.389, -0.413], [0.776, -0.180, -0.046], [0.400, 0.086, -0.013], [0.380, -0.748, -0.228], [-0.226, 0.391, 0.236], [0.788, 2.535, -1.938], [0.075, -2.165, 4.525], [0.560, -1.483, 0.003], [0.340, 1.811, -1.568], [-0.794, 1.259, -0.406], [-0.098, -0.697, 1.152], [1.193, 0.608, -1.949], [-1.114, -1.862, 3.281], [-0.220, -0.668, -0.225], [-0.511, 0.936, -2.031], [0.547, -0.186, -0.060], [0.008, -0.230, -0.194], [-0.175, 0.576, -0.469], [-0.714, -0.581, -0.051], [-0.220, 1.146, -0.728], [1.139, -0.813, 1.119], [-2.763, 1.691, -1.139], [1.426, -0.913, 1.058], [0.104, -2.180, 2.940], [-1.570, 2.153, -1.049], [1.190, -0.366, -0.058], [0.101, 1.239, -1.212], [1.631, -1.053, -0.849], [-1.678, -0.422, 1.099], [0.248, -0.487, -0.323], [0.441, 0.173, -0.661], [0.044, -0.376, 0.275], [-0.127, 0.213, -0.470]],
  "mulliken_charge": [0.08, 0.38, 0.16, 0.03, 0.40, -0.20, 0.40, -0.82, -0.71, 0.17, -0.11, 0.19, 1.10, -0.73, -0.37, -0.36, -0.58, -0.30, 1.04, -0.59, -0.59, -0.13, 0.21, 0.40, -1.34, 0.27, -0.60, -0.34, -0.63, -0.80, 0.34, 0.32, 0.36, 0.39, 0.29, 0.22, 0.23, 0.36, 0.34, 0.33, 0.29, -1.68, 0.61, -1.05, -0.10, -0.73, -0.52, 0.37, 0.37, 0.43, 0.25, 0.41, 0.48, 0.43, 0.09, 0.28, 0.16, 0.24, -0.49, 0.00, 0.85, -0.63, -0.96, 0.28, 0.74, -0.61, -0.55, 0.22, 0.53, 0.42, 0.34, -0.15, -0.79, 0.39, 0.46, -0.59, -0.66, 0.22, 0.99, -0.58, -0.36, -0.53, 0.43, 0.48, 0.20, 0.33, -0.68, 0.17, 0.74, -0.62, -0.87, 0.53, 0.66, -0.71, -0.50, -0.55, 0.69, 0.41, 0.32, 0.36, -0.62, 0.05, 1.17, -0.81, -0.47, 0.45, 0.17, -0.60, -0.42, -0.58, 0.45, 0.50, 0.28, 0.36],
  "total_charge": -1,
  "e_tot_ha": -3997.42599
}

***

Record 2
{
  "formula": "C22H21N5O6S2W",
  "method": "the ωB97M-V functional and the def2-TZVPD basis",
  "elements": ["W", "O", "C", "C", "N", "C", "C", "O", "O", "C", "C", "O", "O", "H", "H", "H", "H", "H", "H", "H", "H", "H", "C", "C", "O", "N", "C", "C", "C", "C", "C", "C", "N", "H", "H", "H", "H", "H", "H", "H", "H", "H", "H", "S", "C", "C", "C", "C", "N", "C", "C", "C", "S", "C", "N", "H", "H"],
  "positions_angstrom": [[-0.009917, -0.004119, 0.304762], [1.178685, 2.246644, 1.088242], [1.011253, 2.565075, 2.476826], [0.617251, 1.291507, 3.189593], [-0.508836, 0.555202, 2.525739], [-0.666866, -0.720836, 3.272425], [0.316641, -1.730367, 2.666007], [0.931566, -2.543207, 3.268964], [0.407185, -1.544879, 1.333207], [-1.716906, 1.412406, 2.467385], [-1.673587, 2.225337, 1.166936], [-2.080030, 3.325066, 1.030029], [-1.063056, 1.507068, 0.186273], [1.595478, 3.000284, 0.657658], [0.264485, 3.353864, 2.588823], [1.951714, 2.913756, 2.904452], [0.324459, 1.533780, 4.212540], [1.473092, 0.620839, 3.223233], [-1.670671, -1.126308, 3.157244], [-0.472576, -0.606697, 4.336757], [-1.794774, 2.090212, 3.315798], [-2.612256, 0.795187, 2.433350], [4.269052, -0.824309, 2.124525], [3.259609, -0.774722, 1.028351], [2.250283, -0.038649, 1.107338], [3.475343, -1.538518, -0.041032], [2.534869, -1.607805, -1.144806], [2.371381, -0.252348, -1.800806], [3.153573, 0.082923, -2.890071], [3.003040, 1.323188, -3.492324], [2.073468, 2.209562, -2.967861], [1.329705, 1.822473, -1.877149], [1.478977, 0.622682, -1.283463], [3.945968, -1.563144, 2.862391], [4.343966, 0.140226, 2.620793], [5.247931, -1.117559, 1.750718], [4.278790, -2.146614, -0.051493], [1.576904, -1.991655, -0.795887], [2.911935, -2.321594, -1.871233], [3.867659, -0.632518, -3.274138], [3.589860, 1.584150, -4.362943], [1.913858, 3.181364, -3.412603], [0.568224, 2.472157, -1.466841], [-2.210883, -1.156682, 0.642324], [-3.085365, -1.219853, -0.862700], [-4.436008, -1.537184, -0.900606], [-5.076853, -1.643659, -2.128159], [-6.471801, -1.961522, -2.159212], [-7.589487, -2.224295, -2.159696], [-4.362313, -1.439125, -3.322415], [-3.008240, -1.138026, -3.274311], [-2.381661, -1.028102, -2.041573], [-0.679009, -0.636426, -1.956848], [-5.008959, -1.527474, -4.595730], [-5.495783, -1.589211, -5.633742], [-4.986259, -1.705364, 0.015356], [-2.454106, -0.982176, -4.190398]],
  "atomic_forces_ev_per_a": [[0.329, -0.698, -1.294], [0.102, 0.181, 0.376], [-0.088, -0.135, 0.009], [0.395, 0.213, -0.135], [-0.301, -0.068, -0.139], [0.095, -0.330, -0.078], [-0.288, 0.379, 0.870], [0.035, -0.067, -0.249], [-0.009, -0.503, -0.242], [0.006, 0.132, -0.226], [-0.250, 0.221, 1.269], [0.046, -0.129, -0.357], [-0.309, 0.588, -0.606], [0.023, -0.045, -0.241], [-0.009, 0.010, 0.024], [-0.010, 0.029, 0.029], [-0.101, -0.061, 0.010], [-0.066, -0.044, 0.016], [-0.046, 0.099, -0.039], [0.061, 0.087, -0.011], [0.094, 0.001, 0.018], [-0.006, -0.070, 0.008], [0.033, -0.015, 0.122], [0.059, -0.071, -0.193], [-0.219, 0.059, 0.000], [-0.059, -0.057, 0.074], [-0.049, 0.291, 0.037], [0.163, -0.151, 0.181], [-0.069, 0.154, -0.009], [-0.025, -0.030, 0.054], [0.151, -0.042, -0.077], [-0.190, 0.120, 0.180], [-0.259, -0.344, -0.283], [-0.026, -0.005, -0.017], [-0.027, 0.022, -0.049], [0.014, 0.001, 0.039], [0.045, 0.018, 0.022], [-0.076, -0.110, 0.004], [0.007, -0.005, -0.029], [-0.028, -0.033, 0.007], [0.004, 0.020, 0.012], [-0.041, 0.014, 0.047], [-0.038, -0.030, -0.017], [0.723, 0.067, -0.425], [0.051, 0.164, 0.100], [-0.052, -0.019, 0.045], [0.174, 0.025, 0.066], [-0.199, -0.065, -0.017], [0.064, 0.029, 0.004], [0.174, 0.040, 0.126], [-0.020, -0.039, -0.106], [0.302, -0.022, 0.192], [-0.089, 0.237, 1.086], [-0.109, -0.029, -0.185], [0.026, 0.006, 0.068], [-0.066, 0.017, -0.045], [-0.053, -0.007, -0.026]],
  "mulliken_charge": [2.40, -0.23, -0.93, -0.65, -0.59, -0.68, 0.65, -0.52, -0.59, -0.67, 0.64, -0.48, -0.55, 0.33, 0.37, 0.55, 0.54, 0.46, 0.47, 0.53, 0.46, 0.46, -1.60, 0.52, -0.39, -0.02, -1.24, 0.80, -0.78, -0.41, -0.97, -0.52, 0.29, 0.33, 0.31, 0.53, 0.32, 0.10, 0.71, 0.54, 0.46, 0.50, 0.61, -0.20, 0.97, -0.86, 0.39, -0.35, -0.38, 0.36, -1.03, 0.71, -0.04, -0.35, -0.38, 0.55, 0.55],
  "total_charge": 2,
  "e_tot_ha": -2439.13736
}

***

| no. | gap between HOMO and LUMO (hartree) | M (g mol⁻¹) |
| --- | --- | --- |
| 1 | 0.13727 | 976.22 |
| 2 | 0.21682 | 699.41 |